[1]
{
  "formula": "C3H2N3PS",
  "method": "ωB97M-V with the def2-TZVPD basis set",
  "homo_energy_ha": -0.3448,
  "largest_force_ha_per_bohr": 0.11694,
  "spin_multiplicity": 1,
  "orbital_gap_ev": 7.96,
  "total_energy_ha": -1019.1386,
  "elements": ["C", "C", "C", "N", "N", "N", "P", "S", "H", "H"],
  "xyz": [[0.33, 0.51, 0.51], [0.17, -0.90, -0.36], [0.55, 1.89, -0.14], [0.98, 3.02, -0.20], [-1.01, -1.02, -0.77], [-1.95, -0.04, -0.64], [-1.42, 1.06, 0.36], [1.31, -2.15, -0.21], [0.12, -2.72, -0.26], [0.91, 0.36, 1.73]],
  "mulliken_charge": [-0.01, 0.48, 0.15, -0.38, -0.27, -0.41, 0.11, -0.22, 0.16, 0.39]
}

=====

[2]
{
  "formula": "C4H3N3O",
  "method": "ωB97M-V with the def2-TZVPD basis set",
  "homo_energy_ha": -0.3204,
  "largest_force_ha_per_bohr": 0.07945,
  "spin_multiplicity": 1,
  "smiles": "c1[nH]oc2cnnc1-2",
  "orbital_gap_ev": 8.10,
  "total_energy_ha": -393.5627,
  "elements": ["C", "N", "O", "C", "C", "N", "N", "C", "H", "H", "H"],
  "xyz": [[1.08, 1.06, -0.03], [1.84, -0.07, -0.32], [0.96, -1.21, -0.04], [-0.23, -0.72, 0.01], [-1.57, -1.04, -0.06], [-2.33, 0.08, -0.16], [-1.57, 1.13, -0.07], [-0.21, 0.70, -0.04], [1.51, 2.04, 0.21], [2.60, 0.05, 0.42], [-2.06, -2.03, 0.08]],
  "mulliken_charge": [-0.38, -0.15, -0.27, 0.94, -0.76, -0.25, -0.47, 0.29, 0.36, 0.31, 0.40]
}

=====

[3]
{
  "formula": "C4H6ClF",
  "method": "ωB97M-V with the def2-TZVPD basis set",
  "homo_energy_ha": -0.3558,
  "largest_force_ha_per_bohr": 0.03377,
  "spin_multiplicity": 1,
  "smiles": "C=C(Cl)CCF",
  "orbital_gap_ev": 10.62,
  "total_energy_ha": -716.0292,
  "elements": ["C", "C", "Cl", "C", "C", "F", "H", "H", "H", "H", "H", "H"],
  "xyz": [[-1.49, 1.06, -0.46], [-1.06, -0.09, -0.01], [-1.98, -1.53, -0.15], [0.25, -0.33, 0.66], [1.48, -0.18, -0.18], [1.82, -1.48, -0.56], [-2.42, 1.20, -0.94], [-0.84, 1.86, -0.34], [0.28, -1.36, 0.93], [0.30, 0.15, 1.62], [2.22, 0.22, 0.47], [1.43, 0.47, -1.04]],
  "mulliken_charge": [-0.82, 0.57, -0.21, -1.01, -0.15, -0.31, 0.31, 0.29, 0.41, 0.42, 0.24, 0.26]
}

=====

[4]
{
  "formula": "C5H8S",
  "method": "ωB97M-V with the def2-TZVPD basis set",
  "homo_energy_ha": -0.3110,
  "largest_force_ha_per_bohr": 0.12666,
  "spin_multiplicity": 1,
  "smiles": "C1C[C@@H]2C[C@H]2S1",
  "orbital_gap_ev": 9.45,
  "total_energy_ha": -593.3050,
  "elements": ["C", "C", "C", "C", "C", "S", "H", "H", "H", "H", "H", "H", "H", "H"],
  "xyz": [[-0.96, -0.53, -1.23], [-1.07, -0.73, 0.33], [0.39, -0.23, 0.71], [1.59, 0.70, 1.02], [0.68, 1.13, -0.06], [0.19, 0.66, -1.73], [-0.98, -1.58, -1.59], [-2.07, -0.26, -1.47], [-1.35, -1.80, 0.62], [-1.82, -0.10, 0.90], [1.02, -0.81, -0.21], [1.69, 1.48, 1.79], [2.59, 0.01, 0.60], [0.10, 2.06, 0.31]],
  "mulliken_charge": [-0.61, -0.42, -0.44, -0.33, -0.14, -0.17, 0.33, 0.33, 0.29, 0.25, 0.18, 0.28, 0.20, 0.24]
}

=====

[5]
{
  "formula": "C28H79N5O9",
  "method": "ωB97M-V with the def2-TZVPD basis set",
  "homo_energy_ha": -0.3277,
  "largest_force_ha_per_bohr": 0.08482,
  "spin_multiplicity": 1,
  "smiles": "COC[C@H](C)N.COC[C@H](C)N.COC[C@H](C)N.COC[C@H](C)N.COC[C@H](C)N.CCO.CCO.CCO.CCO",
  "orbital_gap_ev": 9.25,
  "total_energy_ha": -2064.8040,
  "elements": ["C", "O", "C", "C", "C", "N", "H", "H", "H", "H", "H", "H", "H", "H", "H", "H", "H", "C", "O", "C", "C", "C", "N", "H", "H", "H", "H", "H", "H", "H", "H", "H", "H", "H", "C", "O", "C", "C", "C", "N", "H", "H", "H", "H", "H", "H", "H", "H", "H", "H", "H", "C", "O", "C", "C", "C", "N", "H", "H", "H", "H", "H", "H", "H", "H", "H", "H", "H", "C", "O", "C", "C", "C", "N", "H", "H", "H", "H", "H", "H", "H", "H", "H", "H", "H", "C", "C", "O", "H", "H", "H", "H", "H", "H", "C", "C", "O", "H", "H", "H", "H", "H", "H", "C", "C", "O", "H", "H", "H", "H", "H", "H", "C", "C", "O", "H", "H", "H", "H", "H", "H"],
  "xyz": [[-19.56, 16.91, -11.60], [-18.29, 16.50, -11.18], [-17.97, 16.78, -9.78], [-17.96, 15.46, -8.94], [-17.24, 14.26, -9.48], [-19.31, 15.08, -8.58], [-19.86, 16.49, -12.56], [-19.62, 18.00, -11.51], [-20.31, 16.77, -10.83], [-16.99, 17.26, -9.85], [-18.66, 17.48, -9.31], [-17.46, 15.76, -8.02], [-17.25, 13.58, -8.63], [-16.25, 14.64, -9.73], [-17.75, 13.80, -10.32], [-19.69, 14.71, -9.44], [-19.80, 15.92, -8.30], [-19.73, 19.18, -18.01], [-21.06, 18.76, -17.95], [-21.44, 18.04, -19.20], [-22.89, 17.31, -18.79], [-22.74, 16.22, -17.68], [-23.26, 16.52, -19.93], [-19.26, 19.43, -17.06], [-19.59, 20.05, -18.65], [-19.05, 18.43, -18.42], [-21.49, 18.76, -20.01], [-20.73, 17.29, -19.52], [-23.54, 18.11, -18.44], [-22.17, 16.71, -16.89], [-22.16, 15.32, -17.91], [-23.77, 16.01, -17.38], [-24.12, 16.11, -19.62], [-22.60, 15.76, -20.02], [-27.82, 11.50, -18.19], [-26.56, 11.96, -18.75], [-25.78, 10.82, -19.27], [-25.09, 10.01, -18.05], [-24.44, 10.98, -17.13], [-24.03, 9.15, -18.42], [-27.76, 11.47, -17.10], [-28.12, 10.51, -18.53], [-28.56, 12.29, -18.32], [-26.40, 10.10, -19.79], [-25.01, 11.31, -19.86], [-25.86, 9.51, -17.47], [-25.12, 11.60, -16.54], [-23.78, 11.63, -17.71], [-23.82, 10.44, -16.42], [-24.41, 8.28, -18.76], [-23.42, 8.87, -17.66], [-18.52, 13.17, -14.90], [-17.25, 12.67, -15.27], [-16.12, 13.61, -15.33], [-14.88, 12.79, -15.88], [-14.58, 11.69, -14.84], [-13.70, 13.58, -16.15], [-19.41, 12.58, -15.10], [-18.71, 14.13, -15.39], [-18.59, 13.42, -13.84], [-16.53, 14.48, -15.85], [-15.90, 14.05, -14.35], [-15.21, 12.38, -16.83], [-15.35, 10.99, -14.52], [-14.18, 12.10, -13.91], [-13.70, 11.27, -15.31], [-13.37, 13.75, -15.21], [-12.90, 13.10, -16.55], [-11.39, 7.36, -14.04], [-10.12, 7.94, -14.16], [-9.00, 7.05, -13.87], [-8.14, 7.80, -12.87], [-7.64, 9.16, -13.41], [-7.02, 7.01, -12.44], [-11.68, 6.92, -14.99], [-12.27, 8.00, -13.93], [-11.53, 6.57, -13.29], [-9.34, 6.12, -13.43], [-8.41, 6.80, -14.75], [-8.68, 7.93, -11.93], [-8.41, 9.90, -13.61], [-7.06, 8.85, -14.28], [-6.92, 9.58, -12.70], [-6.71, 7.51, -11.62], [-6.21, 7.12, -13.02], [-11.12, 11.17, -19.35], [-10.14, 10.16, -18.70], [-10.16, 10.57, -17.39], [-11.24, 11.04, -20.43], [-10.71, 12.17, -19.25], [-12.07, 11.24, -18.83], [-9.15, 10.04, -19.12], [-10.51, 9.14, -18.82], [-10.33, 9.82, -16.81], [-11.37, 10.46, -7.96], [-12.76, 11.09, -8.05], [-13.29, 10.93, -9.37], [-11.06, 10.37, -6.92], [-10.62, 11.15, -8.37], [-11.39, 9.47, -8.41], [-12.78, 12.10, -7.66], [-13.35, 10.51, -7.33], [-13.74, 10.08, -9.40], [-16.83, 9.19, -19.09], [-18.07, 9.22, -18.30], [-17.74, 9.33, -16.96], [-16.50, 10.23, -19.00], [-17.17, 9.05, -20.11], [-16.10, 8.46, -18.75], [-18.68, 8.35, -18.56], [-18.87, 9.96, -18.41], [-17.63, 10.22, -16.62], [-21.80, 9.74, -10.48], [-20.57, 9.24, -11.16], [-20.49, 9.68, -12.54], [-21.78, 10.82, -10.42], [-21.88, 9.48, -9.43], [-22.71, 9.58, -11.06], [-20.47, 8.15, -11.14], [-19.70, 9.70, -10.69], [-19.81, 10.34, -12.66]],
  "mulliken_charge": [-0.82, -0.28, -0.81, 0.41, -1.25, -0.70, 0.24, 0.34, 0.34, 0.37, 0.42, 0.30, 0.37, 0.34, 0.18, 0.26, 0.29, -0.77, -0.30, -0.71, 0.24, -1.28, -0.76, 0.28, 0.30, 0.31, 0.42, 0.32, 0.31, 0.29, 0.35, 0.39, 0.31, 0.30, -0.71, -0.37, -0.72, 0.63, -1.50, -0.67, 0.25, 0.33, 0.27, 0.36, 0.37, 0.24, 0.30, 0.33, 0.42, 0.26, 0.23, -0.76, -0.15, -0.90, 0.59, -1.23, -0.75, 0.31, 0.31, 0.19, 0.45, 0.30, 0.11, 0.35, 0.33, 0.29, 0.32, 0.26, -0.83, -0.25, -0.75, 0.50, -1.34, -0.74, 0.34, 0.26, 0.33, 0.36, 0.26, 0.28, 0.29, 0.33, 0.40, 0.27, 0.27, -0.94, -0.19, -0.48, 0.35, 0.28, 0.16, 0.27, 0.27, 0.29, -0.87, -0.31, -0.48, 0.33, 0.25, 0.26, 0.29, 0.25, 0.28, -0.81, -0.35, -0.52, 0.20, 0.33, 0.26, 0.27, 0.31, 0.29, -0.98, -0.14, -0.48, 0.24, 0.34, 0.29, 0.23, 0.24, 0.27]
}

=====

[6]
{
  "formula": "C4H12OP2",
  "method": "ωB97M-V with the def2-TZVPD basis set",
  "homo_energy_ha": [-0.2492, -0.2853],
  "largest_force_ha_per_bohr": 0.07184,
  "spin_multiplicity": 1,
  "orbital_gap_ev": [5.96, 8.41],
  "total_energy_ha": -917.3353,
  "elements": ["C", "C", "C", "C", "O", "P", "P", "H", "H", "H", "H", "H", "H", "H", "H", "H", "H", "H", "H"],
  "xyz": [[1.05, -1.48, 2.60], [1.73, 1.25, -1.30], [0.49, -1.22, 1.22], [0.80, 0.19, -0.61], [1.26, -0.14, 0.60], [-0.98, 0.41, -1.13], [-3.92, 0.98, -1.43], [2.08, -1.23, 2.51], [0.53, -0.89, 3.25], [0.95, -2.47, 2.77], [2.59, 1.66, -0.79], [1.28, 2.21, -1.43], [2.08, 0.81, -2.16], [-0.57, -1.03, 1.35], [0.74, -2.00, 0.39], [-0.69, 0.83, -2.49], [-1.16, -1.00, -1.77], [-4.86, 0.86, -0.28], [-3.40, 2.27, -1.30]],
  "mulliken_charge": [-1.33, -1.35, -0.18, 0.38, -0.29, -0.26, -0.12, 0.33, 0.37, 0.40, 0.36, 0.41, 0.37, 0.27, 0.34, 0.11, 0.10, 0.06, 0.04]
}